Molecular formula: C4H3BrF6
Method: DFT, ωB97M-V/def2-TZVPD

Output
**Lowest unoccupied orbital energy**: 0.0226 hartree

CARTESIAN COORDINATES (ANGSTROEM)
C: 0.50 -0.10 -0.16
C: 0.17 -1.29 0.71
C: -0.64 -0.77 2.49
C: -2.10 -1.21 2.65
F: 1.30 -1.90 0.99
F: -0.80 -2.03 0.22
F: -0.46 0.55 2.58
F: -2.11 -2.52 2.78
F: -2.87 -0.87 1.60
F: -2.65 -0.69 3.68
Br: 0.55 -1.63 3.86
H: 1.09 -0.49 -0.85
H: -0.39 0.26 -0.63
H: 1.16 0.71 0.35

=====

Molecular formula: C4H3Cl2N
Method: DFT, ωB97M-V/def2-TZVPD

Output
**Lowest unoccupied orbital energy (spin up / spin down)**: -0.0529 / -0.0528 hartree
**Energy above the lowest of the compared OMol25 structures with the same formula, charge and spin**: 123.0 kcal/mol

CARTESIAN COORDINATES (ANGSTROEM)
C: -0.02 1.78 0.22
C: 2.22 -0.38 -0.47
C: -0.03 0.39 0.01
C: -1.18 -0.59 0.04
N: 1.18 -0.02 -0.02
Cl: -1.55 2.52 0.07
Cl: 3.66 -0.90 0.16
H: -1.40 -1.11 -0.92
H: -2.06 -0.18 0.33
H: -0.81 -1.52 0.58

=====

Molecular formula: C4H3ClN2O2
Method: DFT, ωB97M-V/def2-TZVPD

Output
**Lowest unoccupied orbital energy (spin up / spin down)**: -0.0711 / -0.0282 hartree
**Energy above the lowest of the compared OMol25 structures with the same formula, charge and spin**: 47.3 kcal/mol

CARTESIAN COORDINATES (ANGSTROEM)
C: -0.95 -0.97 0.72
C: -1.35 0.09 -0.20
C: 1.03 0.61 -0.76
C: 1.33 0.98 0.54
N: -1.17 -2.12 0.88
N: -0.38 0.60 -1.03
O: -2.47 0.55 -0.24
O: 1.72 0.32 -1.72
Cl: 2.93 0.86 1.02
H: 0.78 1.32 1.43
H: -0.98 -2.91 1.40
H: -0.50 0.68 -2.03

=====

Molecular formula: C4H3ClN2O3
Method: DFT, ωB97M-V/def2-TZVPD

Output
**Lowest unoccupied orbital energy (spin up / spin down)**: -0.0511 / -0.0839 hartree
**Energy above the lowest of the compared OMol25 structures with the same formula, charge and spin**: 88.8 kcal/mol

CARTESIAN COORDINATES (ANGSTROEM)
C: -0.12 -0.54 -1.55
C: -0.70 -0.13 -0.37
C: 1.89 0.47 1.48
C: -2.21 -0.31 -0.69
N: -0.41 0.12 0.92
N: 2.49 0.31 0.40
O: 0.06 -1.07 -2.55
O: 3.67 0.62 0.07
O: 0.56 0.29 1.70
Cl: 2.35 1.36 3.03
H: -2.47 0.29 -1.53
H: -2.39 -1.26 -1.10
H: -2.74 -0.16 0.19

=====

Molecular formula: C4H3ClOS2
Method: DFT, ωB97M-V/def2-TZVPD

Output
**Lowest unoccupied orbital energy**: -0.0673 hartree
**Energy above the lowest of the compared OMol25 structures with the same formula, charge and spin**: 79.4 kcal/mol

CARTESIAN COORDINATES (ANGSTROEM)
S: 0.57 -1.38 -2.06
C: 1.54 -0.56 -0.98
C: 1.27 -0.24 0.62
S: 2.63 0.09 1.47
O: 0.02 -0.32 1.15
C: -0.77 0.47 0.29
C: -2.09 0.37 0.48
Cl: -3.12 1.17 -0.36
H: 2.60 -0.26 -1.29
H: -0.37 1.05 -0.51
H: -2.28 -0.40 1.20

=====

Molecular formula: C4H3ClS3
Method: DFT, ωB97M-V/def2-TZVPD

Output
**Lowest unoccupied orbital energy (spin up / spin down)**: -0.0580 / -0.0443 hartree
**Energy above the lowest of the compared OMol25 structures with the same formula, charge and spin**: 134.5 kcal/mol

CARTESIAN COORDINATES (ANGSTROEM)
C: 2.12 -0.49 0.08
C: 0.89 -1.16 0.19
C: 2.60 0.77 0.43
C: -0.89 0.96 -0.04
S: -0.78 -0.66 0.04
S: -3.99 0.17 -0.31
S: -2.37 1.64 -0.18
Cl: 3.77 1.57 -0.51
H: 2.95 -1.16 -0.18
H: 0.89 -2.30 0.19
H: -5.19 0.65 0.29

=====

Molecular formula: C4H3CoFO6
Method: DFT, ωB97M-V/def2-TZVPD

Output
**Net charge**: +2
**Spin multiplicity**: 6
**Lowest unoccupied orbital energy (spin up / spin down)**: -0.4001 / -0.4995 hartree
**Expectation value of S²**: 8.77

CARTESIAN COORDINATES (ANGSTROEM)
C: -0.39 -1.21 -0.53
C: -0.96 0.10 -1.08
O: -1.87 0.82 -0.22
C: -1.46 1.53 0.78
O: -0.41 1.42 1.42
O: -2.31 2.41 1.18
O: -0.36 -1.32 0.76
F: -1.12 -2.23 -1.09
H: -1.51 -0.06 -2.01
H: -0.10 0.75 -1.28
O: 3.84 -0.42 -0.39
C: 2.81 -0.40 0.17
O: 2.26 -0.05 1.20
Co: 0.53 -0.19 1.95
H: 1.04 -1.15 -0.85

=====

Molecular formula: C4H3F2IN2
Method: DFT, ωB97M-V/def2-TZVPD

Output
**Lowest unoccupied orbital energy (spin up / spin down)**: -0.0421 / -0.1090 hartree
**Energy above the lowest of the compared OMol25 structures with the same formula, charge and spin**: 31.5 kcal/mol

CARTESIAN COORDINATES (ANGSTROEM)
C: -0.67 0.42 1.04
C: -1.58 1.21 0.26
C: -0.01 -0.34 0.05
C: 1.09 -1.29 0.04
N: -1.50 0.90 -1.03
N: -0.60 -0.06 -1.18
F: 1.23 -1.81 -1.20
F: 1.58 -2.08 0.98
I: 3.50 1.19 0.53
H: -0.35 0.61 2.01
H: -2.46 1.82 0.51
H: -0.22 -0.57 -1.99

=====

Molecular formula: C4H3F5InO2S
Method: DFT, ωB97M-V/def2-TZVPD

Output
**Net charge**: -1
**Lowest unoccupied orbital energy**: 0.1127 hartree

CARTESIAN COORDINATES (ANGSTROEM)
C: -1.75 3.06 -0.17
C: -1.87 1.87 -0.44
In: -1.91 -0.30 -0.87
S: -0.36 -1.32 0.92
O: -0.20 -2.76 0.81
O: -0.87 -0.86 2.20
C: 1.37 -0.55 0.88
F: 2.27 -1.31 1.46
F: 1.31 0.59 1.53
C: 1.89 -0.24 -0.55
F: 1.57 -1.21 -1.36
F: 1.43 0.87 -1.02
F: 3.20 -0.15 -0.55
H: -1.36 3.98 0.15
H: -3.49 -1.01 -0.54
H: -1.23 -0.66 -2.45

=====

Molecular formula: C4H3GdO2
Method: DFT, ωB97M-V/def2-TZVPD

Output
**Net charge**: +1
**Spin multiplicity**: 9
**Lowest unoccupied orbital energy (spin up / spin down)**: -0.1511 / -0.2624 hartree
**Expectation value of S²**: 20.11
**Energy above the lowest of the compared OMol25 structures with the same formula, charge and spin**: 132.7 kcal/mol

CARTESIAN COORDINATES (ANGSTROEM)
O: 1.84 -1.51 -0.26
C: 0.79 -1.13 -0.97
C: -0.30 -0.46 -0.45
C: -0.20 0.82 0.15
C: -1.28 1.49 0.74
O: -2.05 1.06 1.64
H: -1.26 -1.01 -0.45
H: -1.41 2.56 0.44
Gd: 3.06 0.55 0.15
H: 0.80 -2.37 -0.99

=====

Molecular formula: C4H3HgLiO
Method: DFT, ωB97M-V/def2-TZVPD

Output
**Net charge**: +1
**Spin multiplicity**: 2
**Lowest unoccupied orbital energy (spin up / spin down)**: -0.1769 / -0.2222 hartree
**Expectation value of S²**: 0.76
**Energy above the lowest of the compared OMol25 structures with the same formula, charge and spin**: 28.9 kcal/mol

CARTESIAN COORDINATES (ANGSTROEM)
C: 1.59 -1.38 1.65
C: 2.54 -0.61 1.80
H: 3.07 0.34 1.60
Li: -2.13 -0.35 -2.42
O: -0.32 1.68 -0.27
C: -0.47 0.53 -0.36
C: -0.72 -0.75 -0.57
Hg: -2.16 3.16 -0.49
H: 0.06 -1.35 -1.05
H: -1.45 -1.25 0.11

=====

Molecular formula: C4H3I
Method: DFT, ωB97M-V/def2-TZVPD

Output
**Lowest unoccupied orbital energy**: -0.0555 hartree
**Energy above the lowest of the compared OMol25 structures with the same formula, charge and spin**: 74.6 kcal/mol

CARTESIAN COORDINATES (ANGSTROEM)
C: -1.25 -1.14 0.51
C: -1.08 0.06 0.27
C: -0.17 0.74 -0.23
C: 0.76 1.42 -0.57
I: 2.78 0.09 0.08
H: -2.03 -1.70 0.78
H: -0.29 -1.43 0.49
H: 1.29 1.95 -1.33

=====

Molecular formula: C4H3I
Method: DFT, ωB97M-V/def2-TZVPD

Output
**Lowest unoccupied orbital energy (spin up / spin down)**: -0.1199 / -0.1199 hartree
**Energy above the lowest of the compared OMol25 structures with the same formula, charge and spin**: 142.7 kcal/mol

CARTESIAN COORDINATES (ANGSTROEM)
C: 2.19 0.48 0.06
C: 1.14 -0.14 -0.03
C: -1.41 -0.90 -0.15
C: -1.92 0.22 -0.36
I: -4.33 0.04 0.21
H: 3.05 0.84 0.39
H: -1.49 -2.03 -0.21
H: -1.83 1.23 -0.41

=====

Molecular formula: C4H3IN2S
Method: DFT, ωB97M-V/def2-TZVPD

Output
**Lowest unoccupied orbital energy**: -0.0402 hartree
**Energy above the lowest of the compared OMol25 structures with the same formula, charge and spin**: 0.0 kcal/mol

CARTESIAN COORDINATES (ANGSTROEM)
C: 0.83 0.39 -0.09
C: -0.49 0.71 -0.24
C: -0.28 -1.42 0.37
C: -2.77 -0.51 -0.01
N: 0.93 -0.91 0.29
N: -1.20 -0.42 0.00
S: -3.59 -1.75 0.42
I: -3.63 1.16 -1.04
H: 1.71 1.08 -0.27
H: -0.81 1.72 -0.37
H: -0.67 -2.42 0.58

=====

Molecular formula: C4H3InO5
Method: DFT, ωB97M-V/def2-TZVPD

Output
**Net charge**: +1
**Spin multiplicity**: 2
**Lowest unoccupied orbital energy (spin up / spin down)**: -0.2441 / -0.2857 hartree
**Expectation value of S²**: 0.76

CARTESIAN COORDINATES (ANGSTROEM)
C: 0.85 -1.25 -0.28
C: -0.50 -0.88 -0.35
O: -0.86 0.11 0.63
C: -1.83 0.99 0.37
O: -2.31 1.18 -0.71
O: -2.05 1.69 1.47
H: 0.98 -2.33 -0.44
H: -1.32 -1.58 -0.49
H: -2.49 2.52 1.26
O: 3.15 -0.67 -1.84
O: 2.61 0.54 -0.01
C: 2.37 -0.30 -0.97
In: 1.40 0.00 1.36

=====

Molecular formula: C4H3IrO
Method: DFT, ωB97M-V/def2-TZVPD

Output
**Net charge**: +2
**Spin multiplicity**: 5
**Lowest unoccupied orbital energy (spin up / spin down)**: -0.3596 / -0.4787 hartree
**Expectation value of S²**: 6.03
**Energy above the lowest of the compared OMol25 structures with the same formula, charge and spin**: 25.9 kcal/mol

CARTESIAN COORDINATES (ANGSTROEM)
C: -2.68 2.20 0.85
C: -2.60 1.55 -0.17
H: -2.94 2.61 1.82
H: -2.45 1.14 -1.17
C: 0.06 -3.00 0.59
C: 0.19 -1.86 1.00
O: 0.05 -0.64 1.31
Ir: -0.70 0.89 1.18
H: 0.13 -3.97 0.13

=====

Molecular formula: C4H3LiLuO2
Method: DFT, ωB97M-V/def2-TZVPD

Output
**Net charge**: +1
**Lowest unoccupied orbital energy (spin up / spin down)**: -0.1488 / -0.1926 hartree
**Energy above the lowest of the compared OMol25 structures with the same formula, charge and spin**: 0.0 kcal/mol

CARTESIAN COORDINATES (ANGSTROEM)
Lu: 5.04 0.76 1.59
O: 0.51 0.62 -0.17
C: 0.06 -0.77 -0.23
H: 0.39 -1.26 -1.16
H: 0.43 -1.31 0.65
C: -2.65 -0.68 0.00
C: -1.39 -0.27 -0.20
C: -0.83 1.10 -0.15
O: -1.13 2.26 -0.16
Li: 2.23 1.35 -0.26
H: -2.66 -1.79 0.09

=====

Molecular formula: C4H3LiMgO
Method: DFT, ωB97M-V/def2-TZVPD

Output
**Lowest unoccupied orbital energy (spin up / spin down)**: -0.0520 / -0.0516 hartree
**Energy above the lowest of the compared OMol25 structures with the same formula, charge and spin**: 0.0 kcal/mol

CARTESIAN COORDINATES (ANGSTROEM)
C: 0.01 -0.17 -2.33
C: -1.36 -0.62 -2.51
H: 0.68 -0.21 -3.21
H: -1.86 -0.47 -3.47
Mg: -0.55 0.07 0.94
C: 0.36 0.31 -0.90
C: -2.20 -0.58 -1.19
O: -1.99 -1.10 0.01
H: 1.25 0.92 -1.08
Li: -0.49 -2.11 -0.84

=====

Molecular formula: C4H3LiOYb
Method: DFT, ωB97M-V/def2-TZVPD

Output
**Net charge**: -1
**Spin multiplicity**: 2
**Lowest unoccupied orbital energy (spin up / spin down)**: 0.0974 / 0.0877 hartree
**Expectation value of S²**: 0.81

CARTESIAN COORDINATES (ANGSTROEM)
H: -0.31 1.44 1.75
O: -0.52 1.19 -0.32
C: -0.06 0.80 0.88
C: 0.27 -0.51 1.10
H: 1.34 -0.15 1.50
H: -0.39 -1.31 1.43
Yb: -2.71 1.91 -0.74
Li: -0.34 -0.43 -1.63
C: 1.25 -1.47 -2.61
C: 1.47 -1.48 -1.37

=====

Molecular formula: C4H3LuO
Method: DFT, ωB97M-V/def2-TZVPD

Output
**Net charge**: +2
**Lowest unoccupied orbital energy (spin up / spin down)**: -0.3846 / -0.3967 hartree
**Energy above the lowest of the compared OMol25 structures with the same formula, charge and spin**: 0.0 kcal/mol

CARTESIAN COORDINATES (ANGSTROEM)
C: -2.20 0.69 -0.03
C: -0.97 0.25 -0.28
C: 0.09 -0.43 -0.06
C: 1.28 -1.05 0.00
O: 2.43 -0.48 0.27
Lu: 3.47 1.36 0.28
H: -2.36 1.59 0.57
H: -3.07 0.21 -0.48
H: 1.32 -2.12 -0.26

=====

Total energy per entry: -90542.549 -30726.079 -23790.241 -25832.723 -40433.202 -49218.417 -56800.291 -20709.269 -37886.398 -29104.757 -10610.652 -12291.265 -12288.311 -26111.064 -19596.132 -9052.910 -42103.029 -11887.640 -37970.361 -39841.229 eV
Maximum force per entry: 5.029 4.941 4.319 4.358 7.340 1.961 6.587 3.222 2.197 5.235 3.417 7.303 4.908 4.522 5.449 10.514 4.336 5.495 4.731 3.866 eV/A